Record 1
Molecular formula: C33H34F10N6P2STi
Method: DFT, wB97M-V/def2-TZVPD

Each line ends with the Mulliken spin population.
Element x y z (Å)
Ti: 0.2041 0.1997 -0.7449  1.67
S: 4.2128 2.7810 0.2624  0.01
P: -2.6935 0.5086 2.4331  0.01
P: -0.9238 2.8021 0.6410  0.08
F: 1.8649 0.7477 -3.0497  0.02
F: 2.1293 3.8126 -6.5704  0.00
F: 3.4963 -1.1133 -0.6813  0.01
F: 3.2891 2.0201 -4.8507  0.00
F: 4.1854 -5.3659 1.2259  0.00
F: 0.1952 -4.4833 -1.1046  0.00
F: 5.0229 -2.7818 0.7471  0.00
F: -0.4223 4.5698 -6.1041  0.00
F: 1.8604 -6.2327 0.1293  0.00
F: -1.8976 3.4649 -4.1901  0.00
N: 0.9083 -0.6371 1.6259  0.01
N: -1.8013 -1.1856 -1.5224  -0.08
N: 2.1378 1.2868 0.0184  -0.08
N: 0.9846 -1.6883 -1.4964  0.05
N: 2.8748 -1.1266 2.6838  0.00
N: -0.7884 1.2235 -2.5846  -0.05
C: -1.5069 1.0771 3.6759  0.00
C: 1.2132 1.6868 -3.7784  0.03
C: 1.9592 -2.1288 3.0493  -0.01
C: 1.4003 3.2413 -5.6108  0.00
C: -2.5001 -2.0013 -0.5333  0.08
C: 3.3674 -4.4985 0.6494  0.00
C: 2.0767 -3.2084 3.9181  0.00
C: 2.1794 -4.9393 0.0710  0.00
C: -2.4054 3.2313 1.7438  0.02
C: -0.3843 -2.6251 2.5801  -0.04
C: -2.7134 -0.1838 -2.0656  0.06
C: 0.2895 -2.0795 -2.7107  0.02
C: 2.9774 -2.3152 -0.3309  0.01
C: -1.1606 3.9982 -0.7551  0.00
C: 1.7132 -2.6726 -0.8178  0.02
C: 0.0813 3.5818 -5.3824  0.00
C: 2.7658 0.8467 1.1806  0.01
C: -3.4466 2.1258 1.8339  0.00
C: -0.1374 1.9451 -3.5356  0.00
C: 2.1619 -0.3081 1.8448  0.03
C: 1.3585 -4.0347 -0.5885  -0.02
C: 1.9825 2.3195 -4.7337  0.00
C: -2.0382 0.6800 -3.1000  0.03
C: 0.3824 3.6197 1.6394  -0.01
C: -1.2452 -2.1260 -2.5488  0.03
C: -0.2611 -3.7058 3.4268  0.00
C: 3.7705 -3.1746 0.3989  0.00
C: 0.7422 -1.8156 2.3900  0.07
C: -0.6746 2.9515 -4.3982  0.02
C: 3.9096 1.5734 1.4453  0.00
C: 0.9444 -4.0011 4.0971  0.00
C: -4.0261 -0.1399 3.5014  0.00
C: 2.7569 2.2792 -0.5138  0.07
H: -2.7841 1.4450 -3.3944  0.00
H: -3.5662 -0.6851 -2.5373  0.01
H: 0.0671 4.6290 1.8917  0.00
H: 4.5266 1.4347 2.3384  0.00
H: 3.8685 -1.2157 2.6788  0.00
H: -3.2461 -2.6349 -1.0639  0.00
H: 0.5602 -1.3240 -3.4566  -0.02
H: -3.9252 1.9065 0.8645  0.00
H: 2.9892 -3.4495 4.4205  0.00
H: -4.2331 2.5004 2.5212  0.00
H: 0.6059 -3.0554 -3.1038  0.01
H: 1.3526 3.6652 1.1791  0.00
H: -3.6644 -1.0889 3.8638  0.00
H: -1.2265 5.0249 -0.3033  0.00
H: 0.5213 3.0675 2.5855  0.00
H: -1.5119 -3.1436 -2.2293  0.00
H: 0.9660 -4.8684 4.7563  0.00
H: -1.1326 -4.3455 3.6118  0.00
H: -1.1455 0.2278 4.2762  0.00
H: -3.0688 0.4475 -1.2302  -0.03
H: -0.3719 4.0051 -1.4718  0.00
H: -4.9684 -0.2930 2.9586  0.00
H: -1.8772 1.8571 4.3463  0.00
H: -2.8388 4.1575 1.3073  0.00
H: -2.0217 3.5067 2.7216  0.00
H: -1.6938 -1.9133 -3.5266  0.00
H: -1.7667 -2.6603 -0.0264  -0.02
H: -2.0971 3.7283 -1.2719  0.00
H: 2.4173 2.7899 -1.4002  0.00
H: -4.2678 0.4776 4.3745  0.00
H: -3.0158 -1.3658 0.2125  -0.01
H: -1.8750 0.0789 -4.0188  0.00
H: -0.6299 1.4698 3.1632  0.01
H: -1.3176 -2.3772 2.0531  -0.01

Force components x, y, z for each atom (eV/Å):
-0.63 -0.44 -0.33
-0.72 -0.66 0.39
-0.47 0.13 -0.75
0.04 -0.29 -0.28
-0.27 0.08 0.15
-0.02 0.20 -0.07
-0.05 -0.36 0.30
-0.32 -0.01 -0.06
0.43 -0.31 0.44
0.02 -0.10 0.19
-0.46 -0.11 0.18
-0.59 0.43 -0.32
-0.16 -0.04 0.17
-0.37 -0.22 0.10
0.63 -0.69 0.40
0.88 -0.09 0.30
-0.66 -0.48 0.36
0.48 -0.97 1.08
-1.99 -0.19 -0.15
0.04 -0.36 0.48
0.52 0.10 0.56
0.93 0.14 -0.13
-0.28 0.26 -0.16
0.47 -0.76 1.01
-0.19 -0.22 0.29
-0.32 0.96 -1.02
-0.77 -0.33 -0.25
0.18 0.66 0.06
0.36 0.49 -1.36
-0.14 0.58 -0.49
0.08 0.00 -0.06
-0.27 0.31 0.16
0.14 -0.07 0.01
-0.97 0.73 1.39
-0.69 0.64 -0.68
0.29 -0.53 0.21
0.82 1.18 -0.96
-0.25 -0.04 0.61
-0.12 0.32 -0.51
0.46 0.53 -0.34
0.19 0.72 -0.40
-0.09 0.42 -0.62
-0.40 0.38 -0.05
-0.33 -0.09 0.75
0.08 0.04 0.06
-0.20 -0.41 0.37
0.25 -0.68 0.03
0.55 0.15 0.15
0.81 -0.01 0.29
-0.39 -0.94 1.00
-0.06 0.26 -0.27
-0.48 0.34 0.22
0.54 0.51 -0.46
0.28 -0.11 0.09
-0.31 0.05 0.04
0.03 0.22 0.06
-0.09 0.17 -0.57
0.43 0.03 0.05
0.17 0.17 0.46
-0.18 -0.12 -0.15
0.21 0.21 0.27
0.44 -0.01 0.19
0.20 -0.46 -0.25
0.05 0.17 0.06
0.31 0.00 -0.46
-0.08 -0.51 0.18
-0.15 -0.75 -0.53
-0.12 0.19 -0.35
-0.04 0.32 -0.27
0.14 0.26 -0.15
0.40 0.25 -0.14
-0.23 0.16 -0.18
0.09 -0.30 -0.24
0.67 -0.28 -0.49
0.35 -0.08 -0.06
-0.10 -0.10 0.06
0.12 -0.47 0.27
0.02 -0.09 0.14
-0.14 -0.23 0.18
-0.48 0.32 -0.27
0.37 0.21 0.16
-0.04 -0.07 -0.18
0.17 0.10 -0.13
0.36 -0.32 -0.36
0.10 0.17 0.21
0.04 -0.07 -0.02
0.48 -0.17 0.40

Frontier orbital gap (spin up / spin down)   5.780 / 6.715 eV
2S+1   3
⟨S²⟩   2.004
LUMO level (spin up / spin down)   -0.343 / -0.326 eV
Total charge   0


Record 2
Molecular formula: C46H56F48O10
Method: DFT, wB97M-V/def2-TZVPD

Each line ends with the Mulliken charge.
Element x y z (Å)
F: -8.0855 4.9059 0.6559  -0.28
F: -3.8282 4.3031 2.3614  -0.31
F: 7.5747 -1.2604 -1.0623  -0.16
F: -10.4151 -1.7495 -2.6835  -0.27
F: -1.3456 -4.6614 -1.9257  -0.19
F: 0.8725 -6.8043 1.6703  -0.29
F: -0.1960 -5.9718 4.0564  -0.31
F: -1.6035 -4.6929 2.9303  -0.19
F: -6.1762 5.5623 -2.2745  -0.26
F: -9.7833 -3.4637 -0.5966  -0.30
F: 4.9205 2.9350 1.7499  -0.27
F: -9.7553 -1.4196 -0.1590  -0.30
F: -0.2226 2.8035 -3.0745  -0.11
F: -0.3801 -2.3869 -3.4880  -0.01
F: -1.5021 -2.2576 -0.4821  -0.25
F: -2.7217 1.5988 1.9749  -0.06
F: 5.2007 0.8106 1.8214  -0.06
F: -1.7850 1.5895 -5.1578  -0.34
F: -1.1589 -7.3971 1.7861  -0.31
F: -8.2758 5.2136 -2.0530  -0.28
F: -1.5618 -4.2815 -5.2904  -0.23
F: -4.8639 1.6417 2.5689  -0.27
F: 1.1417 -0.9636 -0.7661  -0.10
F: 2.0152 -5.6978 -2.0343  -0.31
F: -5.9014 -2.5826 2.7310  -0.30
F: -1.7534 -1.0646 1.3209  0.13
F: -0.5199 -6.2457 -3.0392  -0.35
F: -7.2035 6.7825 -0.1407  -0.31
F: -0.5325 0.4778 -0.8578  -0.16
F: 0.2692 -3.5021 -6.0204  -0.26
F: 8.2680 -2.9994 -0.0845  -0.26
F: 7.8087 3.0980 1.9521  -0.31
F: -0.1142 1.5500 -6.4299  -0.33
F: -2.1385 -1.5163 -4.3666  -0.28
F: 6.7253 2.5903 3.7797  -0.32
F: -3.8434 -3.1042 0.7409  -0.08
F: 0.0099 2.9930 0.4342  -0.20
F: 2.0214 3.4469 0.8762  -0.27
F: -5.5399 -4.5172 0.6462  -0.31
F: 8.6896 -1.8750 2.2934  -0.28
F: -0.2802 3.9317 -4.9405  -0.31
F: -5.7086 -1.0220 1.2817  -0.24
F: 6.6796 -1.3828 1.5422  -0.20
F: -3.0359 3.9112 0.3948  -0.19
F: 0.0579 3.8778 2.9059  -0.31
F: 1.1763 -3.9005 -0.9951  -0.01
F: 1.7752 2.7438 3.4799  -0.30
F: -8.4490 -1.0216 -2.8111  -0.22
O: -0.1968 -0.8461 -5.1792  -0.44
O: -3.3253 -0.4867 5.7432  -0.51
O: -0.6427 -5.6119 0.4998  -0.26
O: -7.7659 -2.3473 -0.3722  -0.35
O: 2.5705 -3.8604 3.4438  -0.46
O: -5.2368 3.7733 0.6869  -0.36
O: 3.4720 6.8617 -2.1991  -0.47
O: 8.2289 0.2606 1.5314  -0.43
O: 3.4442 1.6279 -2.8031  -0.17
O: 0.6732 0.1463 1.0308  0.27
C: 2.4150 6.1813 -1.5284  -0.16
C: 1.9726 6.4074 -3.8609  -0.64
C: 1.0548 2.6207 1.1754  1.13
C: -7.1031 4.9879 -1.4803  0.09
C: 3.0366 7.4089 -3.4393  -0.45
C: 3.3874 -3.6015 2.2507  -0.40
C: -0.8613 -1.5015 0.4393  0.40
C: 2.9534 -2.1751 2.0381  1.98
C: 1.6014 1.2461 0.8291  -0.51
C: 7.0071 2.1754 2.5244  1.06
C: 1.0378 -4.7557 -2.0535  0.32
C: -1.3200 -1.4990 5.7297  -0.19
C: 7.8256 0.8684 2.7865  -0.91
C: -3.9579 3.5619 1.3026  0.89
C: 1.4987 5.6619 -2.6603  0.71
C: -3.9888 2.0518 1.6462  0.10
C: 0.0642 2.7981 -4.4010  0.33
C: -0.8974 -1.9721 -4.6417  0.74
C: -7.0265 5.4227 -0.0711  1.02
C: -9.0598 -2.3181 -0.8359  0.85
C: -0.4290 1.5579 -5.1016  1.08
C: 4.1583 0.4957 -2.2702  0.19
C: -0.0506 0.2870 -4.3340  -0.75
C: -3.5505 -1.6163 4.8985  -0.34
C: -6.0637 -2.3328 1.4300  1.09
C: 2.7128 -2.7246 4.3203  -0.37
C: -0.9622 -3.1607 -5.6751  -0.01
C: 4.2993 2.6865 -3.0702  -0.14
C: 7.9967 -1.1521 1.3647  0.84
C: 0.1000 -0.4455 -0.1079  0.53
C: 5.6104 0.7463 -2.6975  -0.25
C: -0.4197 -6.3909 -0.6837  -1.14
C: -7.5591 -2.5522 1.0156  -1.10
C: -0.3279 -5.5235 -1.9487  1.07
C: 5.5539 2.0304 -3.5205  -0.92
C: -1.9394 -0.1409 5.8243  -0.08
C: -9.1454 -2.0363 -2.3545  0.21
C: -5.6400 5.1601 0.5776  -0.91
C: -0.3619 -6.3044 1.7397  0.72
C: 2.8195 -1.5341 3.4006  0.14
C: 8.3290 -1.6526 -0.0382  0.02
C: 0.7081 2.7418 2.6803  0.44
C: -0.4423 -5.3388 2.8953  1.01
C: -5.1797 -3.2213 0.5177  -0.04
C: -2.1684 -2.2673 4.7566  0.58
C: 5.8066 1.9519 1.6145  0.20
H: 4.0067 0.3846 -1.1965  -0.27
H: 1.1541 2.7883 -4.3936  -0.11
H: 3.5967 -2.8595 4.9437  0.28
H: 2.3797 1.0394 1.5636  -0.10
H: 2.1062 1.2091 -0.1362  -0.26
H: 7.2388 0.1829 3.3979  0.31
H: 5.4365 1.8276 -4.5851  0.30
H: 0.1021 1.8951 3.0027  0.00
H: -1.7285 0.3934 6.7507  0.36
H: 1.1181 6.9690 -4.2383  0.25
H: -4.8219 5.6614 0.0603  0.39
H: 1.1005 -4.1866 -2.9810  -0.05
H: -3.9609 -1.3708 3.9190  0.10
H: 5.9781 -0.1097 -3.2633  0.36
H: -5.2245 -2.9152 -0.5275  0.35
H: 3.8042 -0.4541 -2.6711  0.28
H: -1.2891 -7.0411 -0.7809  0.34
H: -1.3451 -1.9918 6.7016  0.30
H: -7.0323 3.9034 -1.5645  0.26
H: -1.8249 -2.2250 3.7230  -0.61
H: -1.5395 -2.8030 -6.5277  0.30
H: -4.1899 -2.3843 5.3337  0.30
H: 0.5057 -6.9613 -0.6041  0.45
H: -7.8871 -3.5676 1.2383  0.35
H: 2.6790 8.4385 -3.4334  0.29
H: -2.1215 -3.3369 4.9615  0.30
H: 1.7074 4.6089 -2.8491  -0.87
H: -0.2916 -1.5248 5.3694  -0.05
H: 2.0255 -2.1496 1.4668  -1.69
H: 0.2996 -4.5420 2.8419  -0.44
H: 4.4537 -3.8015 2.3561  0.33
H: -0.2697 -2.3104 0.8682  -0.54
H: 6.1273 0.8785 -1.7470  -0.06
H: 8.6460 1.1609 3.4419  0.48
H: 6.1378 2.0281 0.5789  0.02
H: 4.3830 3.3561 -2.2142  0.23
H: -8.8479 -2.9452 -2.8775  0.22
H: 2.7284 5.3317 -0.9217  -0.06
H: 3.8414 7.3648 -4.1731  0.29
H: 2.3345 5.8026 -4.6925  0.30
H: 6.4506 2.6501 -3.5186  0.44
H: -0.5097 0.1345 -3.3572  0.30
H: 1.9910 -0.8367 3.5245  0.06
H: 9.3367 -1.3418 -0.3140  0.24
H: 1.0274 0.2374 -4.1809  0.32
H: -4.1661 1.4916 0.7281  0.14
H: 0.4360 5.7874 -2.4528  0.55
H: 3.6436 -1.6667 1.3648  -0.07
H: 3.1311 -4.2875 1.4433  0.19
H: 3.7437 -1.0004 3.6219  -0.11
H: -5.6976 5.5892 1.5779  0.32
H: -1.6909 0.5277 5.0001  -0.17
H: 1.8545 -2.7200 4.9921  0.17
H: -8.1562 -1.8289 1.5709  0.47
H: 1.9203 6.8547 -0.8285  0.30
H: 3.9278 3.2901 -3.8983  0.09

Force components x, y, z for each atom (eV/Å):
1.36 0.29 -0.72
0.54 1.02 1.40
-1.32 1.11 0.20
-0.81 -0.32 0.40
-0.52 1.16 0.10
0.89 0.01 0.40
-0.49 -0.57 0.18
-1.37 -0.31 0.08
0.56 0.33 0.51
0.99 -0.26 -0.40
-0.89 0.96 0.59
-0.51 1.47 0.53
-1.07 -0.34 0.11
0.52 -0.09 0.54
-0.54 1.07 -1.30
-0.40 0.82 0.65
-0.77 -1.63 0.63
-0.88 0.20 0.49
-0.34 0.45 0.70
-1.63 1.09 -0.10
-0.56 -0.29 1.37
0.23 0.96 0.23
-0.46 -0.58 -1.26
0.09 0.32 0.24
-0.21 -0.67 0.27
-0.13 0.92 -0.02
0.52 -1.15 -0.90
0.23 -0.24 0.81
0.24 -0.33 -0.44
1.28 0.06 -0.25
-0.01 -0.32 0.84
-0.14 0.23 -0.16
1.20 -0.01 0.85
-0.44 -0.64 0.09
-0.69 0.40 -0.13
-0.23 -0.12 1.05
-1.00 -0.22 -0.15
2.05 1.78 -0.29
-0.08 0.09 0.24
-0.48 0.61 -0.79
-1.42 1.39 -0.95
-0.11 -0.37 -0.51
-0.06 -0.37 0.50
0.54 -0.46 0.37
-0.62 0.94 -0.08
0.12 -0.60 -0.40
1.36 -0.06 0.01
1.45 1.14 0.30
-1.21 -2.85 -0.30
-1.21 0.52 0.31
0.61 -0.04 1.73
0.02 -0.17 -1.45
0.78 -0.89 -0.17
-0.03 0.00 0.46
0.93 0.28 0.67
0.16 -1.84 -0.21
-1.84 -1.34 0.40
-0.82 0.51 -0.50
-0.69 -0.01 -0.53
-1.23 1.60 -1.80
-0.38 -1.35 0.61
-0.07 -2.84 -1.75
-0.09 -1.43 -0.05
-1.36 -0.01 1.01
0.86 -3.03 0.31
0.41 0.67 -2.12
-0.05 -1.44 0.48
1.49 -2.00 0.73
-1.02 -0.20 -0.20
1.59 -0.49 -0.02
-0.59 -0.13 -0.40
-3.08 -0.51 -1.54
0.50 -0.69 0.78
1.51 -1.66 -1.77
3.22 -0.59 0.95
0.00 1.88 -0.89
0.24 0.81 0.80
0.07 0.07 0.79
-2.22 -0.84 -0.16
0.07 0.38 -0.86
1.89 -0.88 -0.38
1.08 -0.73 0.00
-0.55 -0.01 -1.39
-0.19 -1.14 -0.06
-0.65 1.66 -0.90
0.19 1.00 -0.18
-0.97 2.06 1.10
0.53 1.90 2.18
-0.10 -0.21 0.72
-0.14 -0.53 0.34
-0.27 0.18 0.83
0.48 0.91 2.01
1.11 -0.23 -0.68
-0.76 -0.47 -0.46
-0.33 -1.47 -0.38
0.51 -0.16 0.90
-0.46 -0.23 -3.79
0.71 0.55 0.26
2.40 -0.34 -1.13
-1.05 -0.95 -0.19
1.09 1.38 0.40
1.04 0.61 -0.78
-0.13 -0.54 -0.83
0.95 1.67 -1.21
0.18 0.44 0.28
0.38 -0.34 -0.38
0.20 0.03 0.00
0.13 0.13 0.07
-0.44 0.27 -0.25
-0.32 0.00 -0.29
-0.13 -0.46 -0.04
-0.37 -0.07 -0.23
-0.29 -0.14 0.08
-0.02 -0.01 -0.47
-0.51 0.41 -0.43
0.08 0.00 0.04
-0.04 0.47 0.09
0.33 0.15 0.25
-0.93 -0.01 -0.04
-0.48 0.26 -0.45
0.16 -0.21 -0.37
0.00 0.10 0.10
0.79 -0.25 0.34
0.21 0.48 -0.01
0.25 0.27 -0.27
-0.49 0.61 0.52
-0.13 -0.16 0.02
0.29 0.01 0.41
-0.10 0.10 0.66
-0.40 0.04 0.28
-0.23 -0.16 0.45
0.24 0.28 0.24
-0.22 -0.25 0.28
0.57 -0.33 -0.57
0.23 0.47 0.80
0.68 0.56 0.90
0.75 -0.02 -0.38
0.48 -0.01 -0.56
0.37 -0.41 -0.13
0.26 0.02 0.32
0.08 -0.15 -0.06
0.79 0.19 -0.13
0.38 0.12 0.36
-0.05 -0.27 0.22
0.03 0.02 0.58
-0.43 0.60 -0.25
-0.05 -0.06 -0.30
0.32 -0.04 0.39
0.19 0.88 0.44
-0.57 0.30 -0.20
0.11 -0.05 0.00
0.26 0.36 0.15
-0.70 0.04 0.14
-0.06 0.25 0.08
-0.14 0.06 0.06
0.22 0.01 -0.29
-0.10 -0.02 -0.15
0.06 -0.05 0.21
-0.27 0.25 -0.13
-0.51 0.02 0.08

Frontier orbital gap   9.741 eV
LUMO level   0.256 eV
Total charge   0


Number 1: electronic energy -123415.4093 eV. Number 2: electronic energy -199520.5599 eV.